Record 1
Entry from OMol25: a cluster of 2 separate species, C23H40Br2ClIN3O2 in total at a distorted geometry (ωB97M-V with the def2-TZVPD basis set).

Each line ends with the Löwdin charge.
Geometry (Å):
C 4.8096 -1.7293 -1.8227  -0.106
C 3.3062 -1.6248 -1.1906  -0.235
C 3.3138 -0.3713 -0.1713  -0.108
C 1.8592 -0.1226 0.5474  -0.367
C 2.1682 0.6995 1.8921  -0.582
Br 2.4102 -0.4905 3.5105  0.781
C 3.4392 1.6770 1.8889  -0.702
C 4.7491 1.1459 2.6496  -0.238
Br 2.8644 3.3101 2.9454  0.644
O 1.4302 -1.4892 0.8511  -0.183
C 0.0337 -1.5674 1.2137  -0.108
C -0.8643 -1.0839 -0.0175  -0.300
C -2.4143 -1.3293 0.2907  -0.121
C -3.3937 -1.1216 -0.9970  -0.232
C -4.9054 -0.9427 -0.4831  -0.499
Cl -5.1904 0.7296 0.2722  0.543
C -0.4960 -2.1003 -1.2473  -0.146
C -0.8127 -3.6414 -0.9609  -0.266
C 0.5752 -4.4831 -1.1264  -0.634
I 1.2789 -4.5563 -3.1838  0.752
N -0.5216 0.2875 -0.5537  0.033
C -1.4233 1.3945 -0.0320  -0.208
C -1.4168 1.6018 1.4873  0.042
C -2.3119 2.7849 2.0266  0.036
C -3.0367 3.5208 0.8583  -0.034
C -2.9530 3.1458 -0.6248  -0.119
N -2.1365 2.0789 -1.0459  0.087
C 0.9501 0.6318 -0.5408  -0.109
C 1.2419 2.2383 -0.6226  -0.147
N 0.7358 2.8469 -1.9007  -0.114
C 0.1960 4.2224 -1.7045  -0.131
H 4.9326 -2.7356 -2.3523  0.079
H 4.9483 -0.8546 -2.5425  0.081
H 5.5480 -1.6441 -0.9403  0.085
H 3.1233 -2.6293 -0.6799  0.103
H 2.6151 -1.4093 -2.0748  0.088
H 3.9934 -0.7228 0.6981  0.124
H 3.7116 0.5915 -0.6510  0.129
H 1.2628 1.3419 2.1469  0.032
H 3.7622 2.0959 0.8865  0.077
H 5.0524 0.0757 2.4092  0.064
H 4.7062 1.2997 3.7934  0.067
H 5.6221 1.8188 2.2969  0.097
H -0.1062 -0.9866 2.1868  0.102
H -0.1580 -2.6723 1.4965  0.162
H -2.8603 -0.6646 1.1112  0.105
H -2.6336 -2.4092 0.6430  0.137
H -3.0412 -0.2924 -1.7003  0.099
H -3.3709 -2.0976 -1.6123  0.120
H -5.6726 -1.1407 -1.3211  0.103
H -5.0576 -1.6913 0.3796  0.086
H 0.6099 -2.0160 -1.5140  0.069
H -1.0674 -1.8199 -2.2166  0.132
H -1.5302 -4.0182 -1.7833  0.113
H -1.1986 -3.8927 0.0797  0.104
H 1.3605 -3.9671 -0.4574  0.044
H 0.4401 -5.5419 -0.6850  0.070
H -0.7610 0.1991 -1.5707  0.168
H -0.8603 1.0134 2.2789  0.100
H -2.3916 3.0682 3.1227  0.115
H -3.6898 4.4169 1.1476  0.107
H -3.5575 3.7371 -1.4026  0.134
H 1.3712 0.2635 -1.5581  0.166
H 0.9286 2.7983 0.3188  0.105
H 2.3949 2.2993 -0.7193  0.125
H 0.0905 2.2221 -2.3958  0.085
H -0.8944 4.3265 -2.0795  0.075
H 0.2037 4.5959 -0.6267  0.091
H 0.8060 4.9170 -2.4014  0.095
O -7.1298 -1.3586 2.2830  -0.074
H -6.8984 -0.7359 1.5822  -0.038
H -8.0891 -1.4421 2.2155  0.043

As for the gap between HOMO and LUMO: 0.313 hartree. As for the max |F|: 6.134 eV Å⁻¹. As for the total charge: +1. As for the LUMO energy: -3.317 eV. The value obtained for the HOMO energy is -11.84 eV.


Record 2
Entry from OMol25: a cluster of 9 separate species, C23H50Cl16N2PS in total at a distorted geometry (ωB97M-V with the def2-TZVPD basis set).

Each line ends with the Löwdin charge.
Geometry (Å):
C -3.8869 1.8168 -2.9574  -0.020
C -3.5612 2.5560 -4.0408  -0.211
C -2.9845 3.9635 -4.0336  -0.282
P -1.3117 4.1356 -3.3788  0.590
S -0.3972 5.7394 -4.2786  0.597
C -1.2435 4.4689 -1.6030  -0.378
N -1.7954 3.3790 -0.8315  -0.129
C -1.9784 3.7646 0.5807  -0.093
N -0.4693 2.8136 -3.8487  -0.170
C 0.7252 2.3937 -3.0707  -0.247
C 0.5743 0.9643 -2.5203  -0.105
H -4.2874 0.8114 -3.0854  0.066
H -3.7782 2.1761 -1.9375  -0.008
H -3.7133 2.1301 -5.0330  0.101
H -2.9048 4.3058 -5.0716  0.087
H -3.6328 4.6740 -3.5112  0.109
H -1.0494 6.6786 -3.5736  -0.200
H -0.1937 4.6944 -1.3590  0.036
H -1.8001 5.4007 -1.4277  0.112
H -1.1250 2.6180 -0.8428  0.072
H -3.0175 4.0410 0.7626  0.079
H -1.7361 2.9175 1.2195  0.067
H -1.3279 4.6016 0.8673  0.084
H -1.0861 2.0406 -4.0726  0.087
H 0.9003 3.1166 -2.2709  0.092
H 1.5963 2.4535 -3.7302  0.115
H 1.2464 0.2729 -3.0355  0.018
H -0.4438 0.5797 -2.6485  0.072
H 0.8237 0.9249 -1.4603  0.006
Cl 2.2897 0.0085 0.7423  0.560
C 1.2271 -0.7917 1.9339  -0.681
C 0.0158 -1.3844 1.2656  -0.630
Cl -1.0576 -0.1164 0.5947  0.545
H 0.9639 -0.0522 2.6820  0.030
H 1.8037 -1.5829 2.4088  0.046
H -0.5643 -1.9545 1.9884  0.080
H 0.2912 -2.0335 0.4378  0.027
Cl 1.3911 -2.4802 -2.4305  0.571
C 0.6310 -2.7810 -4.0133  -0.646
C 1.6426 -2.8063 -5.1274  -0.643
Cl 2.3429 -1.1871 -5.4109  0.544
H -0.1104 -2.0030 -4.1803  0.063
H 0.1278 -3.7439 -3.9449  0.061
H 1.1615 -3.1129 -6.0538  0.077
H 2.4590 -3.4881 -4.9071  0.069
Cl -4.4785 0.4363 0.1837  0.547
C -6.2171 0.7067 0.4866  -0.635
C -6.8843 1.4167 -0.6646  -0.641
Cl -6.3135 3.1001 -0.8477  0.548
H -6.3051 1.2713 1.4107  0.071
H -6.6766 -0.2702 0.6217  0.077
H -7.9584 1.4616 -0.4976  0.076
H -6.6929 0.9070 -1.6052  0.063
Cl 1.9742 -4.6907 0.6425  0.537
C 2.9179 -6.0279 -0.0756  -0.681
C 2.9374 -5.9435 -1.5795  -0.663
Cl 1.3348 -6.2587 -2.3002  0.532
H 2.4803 -6.9581 0.2677  0.018
H 3.9337 -5.9428 0.3051  0.075
H 3.6169 -6.6974 -1.9739  0.039
H 3.2534 -4.9578 -1.9117  0.048
Cl -0.8904 9.0621 -2.4878  0.555
C 0.8207 9.4053 -2.0895  -0.624
C 1.6948 8.2082 -2.3556  -0.644
Cl 1.3427 6.8754 -1.2220  0.569
H 0.8606 9.7101 -1.0480  0.073
H 1.1327 10.2360 -2.7186  0.080
H 2.7444 8.4649 -2.2324  0.081
H 1.5411 7.8323 -3.3641  0.042
Cl 3.9112 -9.2437 0.2297  0.585
C 3.9130 -10.7509 -0.7271  -0.641
C 4.4983 -10.5322 -2.0978  -0.654
Cl 3.4623 -9.4808 -3.0995  0.552
H 2.8861 -11.1002 -0.7832  0.071
H 4.5099 -11.4795 -0.1825  0.075
H 4.5878 -11.4867 -2.6125  0.075
H 5.4784 -10.0672 -2.0381  0.068
Cl 0.7587 -1.0553 5.2881  0.565
C 1.8848 -1.5449 6.5888  -0.649
C 3.3006 -1.1555 6.2587  -0.653
Cl 3.9405 -2.0790 4.8714  0.544
H 1.7876 -2.6196 6.7150  0.073
H 1.5627 -1.0431 7.4985  -0.004
H 3.9427 -1.3643 7.1121  0.076
H 3.3721 -0.1004 6.0096  0.070
Cl 1.1844 -0.2067 9.9457  0.566
C -0.5042 -0.1218 10.5226  -0.643
C -1.3788 0.6764 9.5910  -0.665
Cl -0.9541 2.4065 9.5859  0.541
H -0.4837 0.3088 11.5195  0.069
H -0.8725 -1.1440 10.5831  0.075
H -2.4145 0.5993 9.9161  0.074
H -1.2990 0.3147 8.5690  0.063

As for the gap between HOMO and LUMO: 0.372 hartree. As for the max |F|: 1.335 eV Å⁻¹. As for the total charge: +1. As for the LUMO energy: -1.857 eV. The value obtained for the HOMO energy is -11.99 eV.


Record 3
Entry from OMol25: an isolated molecule of C4H6O4 at a distorted geometry (ωB97M-V with the def2-TZVPD basis set).

Each line ends with the Löwdin charge.
Geometry (Å):
O 1.8710 0.1055 -1.9081  0.122
C 1.3749 -0.6917 -1.1652  -0.526
O 1.9219 -1.9017 -0.9109  0.101
C 0.0327 -0.5641 -0.4964  -0.084
C -0.0153 0.6124 0.4683  -0.092
C -1.4280 1.0155 0.7983  -0.517
O -2.1849 1.4854 -0.0134  0.114
O -1.8246 0.6804 2.0500  0.100
H 2.7422 -2.0249 -1.4196  0.131
H -0.2906 -1.4582 0.0128  0.124
H -0.7315 -0.4689 -1.2736  0.140
H 0.4914 1.4936 0.0820  0.133
H 0.5303 0.4177 1.3960  0.129
H -2.4894 1.2989 2.3798  0.125

As for the gap between HOMO and LUMO: 0.414 hartree. As for the max |F|: 1.210 eV Å⁻¹. As for the total charge: 0. As for the LUMO energy: 0.589 eV. The calculation puts the energy above the lowest of the compared OMol25 structures with the same formula, charge and spin at 20.16 kJ/mol. The value obtained for the HOMO energy is -10.68 eV.


Record 4
Entry from OMol25: an isolated molecule of C18H31N5O3S (ωB97M-V with the def2-TZVPD basis set).

Each line ends with the Löwdin charge.
Geometry (Å):
C 3.7300 0.8201 -2.9493  -0.080
C 4.7288 1.1133 -1.8424  -0.256
N 4.5945 0.2500 -0.6708  -0.165
C 5.7351 0.4580 0.2189  -0.205
C 5.6605 -0.4322 1.4488  -0.167
C 4.3561 -0.2039 2.2070  -0.133
C 3.2072 -0.3953 1.2444  -0.305
O 1.9880 -0.1052 1.9520  -0.036
N 0.9151 -0.7133 1.3471  0.083
C 0.0710 -0.0472 0.5191  -0.454
O 0.2668 1.0855 0.1195  0.081
C -1.1056 -0.9112 0.0891  -0.194
C -1.0032 -1.1435 -1.4244  -0.102
N 0.3501 -1.4370 -1.8812  0.090
C 1.0883 -2.4568 -1.3872  -0.503
O 0.6425 -3.2766 -0.6015  0.039
C 2.5129 -2.5180 -1.9183  -0.105
C 3.0864 -3.8960 -1.9845  -0.516
C 4.4126 -4.2246 -1.9558  -0.194
N 4.6750 -5.5517 -2.1029  -0.097
N 3.6228 -6.2662 -2.2422  -0.346
S 2.2351 -5.3431 -2.1784  1.059
C -2.4686 -0.3314 0.5508  -0.557
C -2.8251 0.9928 -0.1296  -0.043
C -2.4002 -0.1095 2.0645  -0.043
C -3.5644 -1.3602 0.2552  -0.049
C 3.3487 0.5201 0.0385  -0.145
H 3.9245 1.4714 -3.8018  0.077
H 3.8236 -0.2130 -3.2852  0.063
H 2.7014 1.0024 -2.6334  0.062
H 5.7384 0.9718 -2.2340  0.115
H 4.6496 2.1728 -1.5446  0.123
H 6.6474 0.2490 -0.3427  0.119
H 5.7821 1.5154 0.5381  0.129
H 5.7280 -1.4785 1.1371  0.116
H 6.5158 -0.2308 2.0953  0.114
H 4.2587 -0.8883 3.0507  0.122
H 4.3189 0.8169 2.5994  0.129
H 3.1730 -1.4419 0.9197  0.150
H 0.7085 -1.6391 1.6887  0.160
H -1.0059 -1.8872 0.5686  0.130
H -1.6568 -1.9692 -1.7066  0.130
H -1.3219 -0.2533 -1.9620  0.126
H 0.8105 -0.7528 -2.4572  0.133
H 2.5281 -2.0829 -2.9209  0.117
H 3.1581 -1.8817 -1.3048  0.102
H 5.2322 -3.5324 -1.8321  0.111
H -2.9914 0.8687 -1.2013  0.079
H -3.7554 1.3747 0.2964  0.088
H -2.0441 1.7374 0.0125  0.080
H -2.1338 -1.0320 2.5869  0.090
H -1.6657 0.6558 2.3231  0.091
H -3.3707 0.2194 2.4402  0.088
H -3.3363 -2.3253 0.7139  0.092
H -4.5180 -1.0126 0.6570  0.087
H -3.6998 -1.5151 -0.8165  0.080
H 3.2964 1.5650 0.3899  0.148
H 2.5011 0.3735 -0.6283  0.090

As for the gap between HOMO and LUMO: 0.354 hartree. As for the max |F|: 0.206 eV Å⁻¹. As for the total charge: 0. As for the LUMO energy: 0.460 eV. The calculation puts the energy above the lowest of the compared OMol25 structures with the same formula, charge and spin at 17.33 kJ/mol. The value obtained for the HOMO energy is -9.18 eV.